ORCA calculation (ωB97M-V with the def2-TZVPD basis set) on a 2-piece molecular cluster, C4H9ClN2 overall.

```
! RIJCOSX wB97M-V def2-TZVPD def2/J DEFGRID3
* xyz 0 1
C -1.14315 0.38381 -0.30980
C -2.68562 -1.52621 0.06737
C -1.50840 -0.86605 -0.56841
C 0.92575 1.46607 -0.35800
N -0.10662 1.04947 -0.94951
N 1.29644 1.22542 0.93203
Cl 5.83637 -0.50096 0.00607
H -1.72286 0.99438 0.38526
H -3.33364 -1.96722 -0.68804
H -2.36923 -2.33171 0.73780
H -3.26285 -0.80579 0.64112
H 4.72277 -0.28267 -0.58172
H -0.92787 -1.46050 -1.26051
H 1.64471 2.02472 -0.94689
H 0.59487 0.84262 1.54024
H 2.03933 1.75461 1.35301
*
```

Its structure (SMILES) is C/C=C/N=C\N.Cl. The calculation puts the energy relative to the best compared isomer or geometry (same formula, charge and spin) at 0.000 eV. The molecular weight comes out at 120.583 u. Its HOMO energy is -8.25 eV.

---

ORCA calculation (ωB97M-V with the def2-TZVPD basis set) on a 30-piece molecular cluster, C9H67F3O35S overall at a distorted geometry.

```
! RIJCOSX wB97M-V def2-TZVPD def2/J DEFGRID3
* xyz 0 1
C 3.80468 -1.09572 0.84208
O 3.48078 0.22989 1.25454
C 3.50544 1.16546 0.17348
C 2.06056 1.18338 -0.45627
C 1.98110 0.26913 -1.71812
C 1.33375 -1.09164 -1.50296
C 0.17968 -1.36374 -0.87543
S -1.04767 -0.33681 -0.05268
O -0.67988 -0.27620 1.33576
O -2.32804 -0.98344 -0.16684
C -1.24712 1.38287 -0.75261
F -0.80934 1.52980 -1.99020
F -0.76115 2.27750 0.09611
F -2.56535 1.60754 -0.78642
C -0.00306 -2.87301 -1.00473
O -0.83326 -3.54935 -0.56673
O 1.05944 -3.39269 -1.73070
C 1.99611 -2.41867 -1.95838
O 3.06194 -2.51105 -2.41464
H 4.43102 -1.12993 -0.07381
H 4.39638 -1.58881 1.64734
H 2.87936 -1.71432 0.72609
H 3.71803 2.18608 0.54199
H 4.25665 0.92885 -0.60768
H 1.84366 2.21958 -0.79710
H 1.36301 0.91502 0.35835
H 1.48060 0.73789 -2.59423
H 3.01959 0.07114 -2.06549
O -0.29122 -2.06336 -4.24246
H -1.17259 -2.45054 -4.16204
H 0.25386 -2.79978 -4.54703
O -2.54921 3.55069 2.30265
H -2.88722 2.66751 2.49198
H -1.90678 3.41078 1.59685
O -0.46875 -4.92897 -5.06715
H -0.44342 -5.25324 -4.15936
H -1.26148 -5.32958 -5.43380
O -1.62059 6.35830 2.84678
H -2.24373 5.68749 2.54246
H -2.01753 6.70244 3.65780
O 4.67945 3.93701 -0.91521
H 4.40696 4.65278 -1.50098
H 5.59751 4.14013 -0.70572
O -5.30883 -0.32513 1.01728
H -5.79481 0.03172 0.26349
H -4.61024 -0.85443 0.61112
O 3.96151 -0.35917 -4.69245
H 3.65871 -1.09740 -4.14717
H 3.47448 -0.46193 -5.51907
O -0.94375 -6.33114 0.37305
H -0.55517 -5.97969 1.18093
H -1.16674 -5.54466 -0.14068
O 4.91005 -2.45676 3.37563
H 4.31372 -2.87344 4.00838
H 5.72544 -2.32404 3.87291
O -5.08588 -3.19847 2.58032
H -5.34423 -2.48431 1.98763
H -4.16905 -2.99541 2.79872
O -5.78765 -1.14467 -1.69132
H -6.15706 -2.02021 -1.52911
H -5.14519 -1.28765 -2.39590
O 6.84670 -0.95581 -5.29325
H 5.92526 -0.83730 -5.01623
H 7.16092 -1.69697 -4.75900
O 6.08595 1.19184 -1.90118
H 6.31478 1.42554 -2.80888
H 6.84311 0.68286 -1.59105
O 1.31728 5.11618 2.51751
H 0.39376 5.24443 2.78002
H 1.62150 4.38910 3.07460
O 3.39563 -5.17037 -4.15626
H 3.34604 -4.78891 -5.03961
H 3.27976 -4.41676 -3.56456
O 1.69232 6.19549 -0.24513
H 1.70702 5.90198 0.67895
H 0.89711 5.79041 -0.60511
O -7.11788 2.28048 2.23940
H -8.00819 1.90926 2.31207
H -6.58205 1.53661 1.94332
O -3.26529 6.53470 5.69961
H -4.18407 6.65652 5.96176
H -2.95879 5.80607 6.25514
O 3.01775 2.50514 3.57210
H 2.86266 2.38288 4.51627
H 3.48798 1.70335 3.30494
O -3.49849 3.68538 6.27051
H -3.80080 2.96147 6.82924
H -3.97841 3.56094 5.44276
O -9.51159 0.47264 2.79312
H -9.66903 0.33039 3.73266
H -9.02836 -0.32176 2.51662
O -3.41492 -0.29168 4.27422
H -3.72518 -1.02081 4.82268
H -3.89003 -0.40406 3.44136
O 7.33667 -1.41406 -8.08415
H 6.70651 -2.07026 -8.39874
H 6.95364 -1.09470 -7.25076
O -8.52348 -2.18909 2.85074
H -9.40329 -2.57744 2.92613
H -7.96609 -2.92214 2.56316
O -6.89097 4.45703 4.68150
H -7.85181 4.49984 4.72596
H -6.70033 4.49828 3.73640
O -2.77246 -4.38291 -4.01084
H -2.74654 -4.70527 -3.10098
H -3.57060 -4.78365 -4.37605
O -0.29066 -7.89582 -4.03814
H -0.05597 -7.63316 -4.93591
H 0.48111 -8.38225 -3.72728
O 8.20480 -1.96240 -2.71015
H 8.70653 -2.68812 -2.32182
H 8.67369 -1.17124 -2.42325
O 4.56320 4.99307 4.17608
H 3.94468 4.37055 3.76915
H 4.01148 5.74079 4.43111
*
```

The molecular weight comes out at 824.661 u. Its HOMO energy is -9.75 eV.

---

ORCA calculation (ωB97M-V with the def2-TZVPD basis set) on the molecule C4H10O.

```
! RIJCOSX wB97M-V def2-TZVPD def2/J DEFGRID3
* xyz 0 1
C -0.78833 -1.57813 -0.66114
C -0.26787 -0.19762 -1.07385
C 0.80068 0.50339 -0.21030
C 0.12984 1.54697 0.75069
O 1.54778 -0.44585 0.52669
H -0.96354 -1.61049 0.41660
H -0.13263 -2.41935 -0.91414
H -1.75033 -1.75931 -1.15752
H -0.04555 -0.16888 -2.15008
H -1.06319 0.51619 -0.90947
H 1.47696 1.05038 -0.89058
H -0.61516 2.20280 0.27209
H -0.39510 1.06937 1.59179
H 0.87420 2.22743 1.18057
H 2.08674 0.06185 1.14424
*
```

Its structure (SMILES) is CC[C@@H](C)O. The calculation puts the energy relative to the best compared isomer or geometry (same formula, charge and spin) at 0.578 eV. The molecular weight comes out at 74.123 u. Its HOMO energy is -10.07 eV.